Record 1
C22H29NO4 | wB97M-V/def2-TZVPD

```
56
Properties=species:S:1:pos:R:3:lowdin_charge:R:1
O 3.561 2.040 1.380 0.072
O 4.070 -0.141 -0.310 0.042
O -2.151 -3.165 0.342 0.041
O -1.532 3.300 0.012 -0.112
N 1.806 4.313 0.681 0.028
C 2.930 1.920 0.206 -0.300
C -3.161 0.051 -0.254 -0.121
C -0.252 3.137 -0.080 -0.308
C -5.602 -0.813 -0.494 -0.024
C 2.737 3.431 -0.430 0.013
C -0.268 -4.560 0.659 -0.247
C 3.919 1.048 -0.795 -0.194
C -3.806 2.775 -0.281 0.117
C 0.294 -4.468 -0.505 -0.236
C 0.982 -1.935 -1.278 -0.036
C 1.332 -3.174 -0.761 -0.176
C 3.384 -2.200 -0.074 0.076
C 0.465 4.344 0.337 -0.292
C -2.209 0.871 -0.197 -0.151
C -1.096 -3.366 0.931 -0.413
C 2.619 -3.526 -0.144 0.053
C -2.496 2.060 -0.097 -0.162
C -4.901 1.615 -0.264 0.018
C -4.468 0.258 -0.284 -0.305
C 1.964 -0.945 -1.146 -0.053
C 3.106 -0.858 -0.509 -0.436
C -0.684 -2.327 1.987 0.001
H -1.124 0.611 0.073 0.156
H -0.059 4.924 0.902 0.072
H 0.442 -4.792 1.328 0.093
H 2.891 -4.211 0.434 0.011
H 0.320 -2.080 1.686 0.056
H 1.509 0.103 -1.543 0.154
H -2.928 -1.234 -0.205 0.184
H -4.202 3.792 -0.169 0.096
H -6.372 -0.555 0.485 0.158
H 0.160 2.256 -0.514 0.081
H -1.372 -1.384 2.169 0.124
H 3.490 1.333 -1.964 0.191
H -0.977 -5.527 0.692 0.198
H -0.522 -2.848 3.005 0.108
H -0.349 -4.128 -1.490 0.168
H -0.212 2.503 1.347 0.164
H -5.961 -0.508 -1.460 0.061
H 5.000 1.542 -0.830 0.166
H 3.668 3.974 -0.414 0.099
H -5.871 1.998 -0.475 0.076
H 1.106 -5.202 -1.011 0.164
H -5.129 -1.732 -0.507 0.023
H 0.408 4.603 -0.803 0.162
H 2.028 4.004 1.537 0.033
H 2.550 3.397 -1.371 0.023
H 4.444 -2.425 0.367 0.137
H 0.100 -1.769 -1.703 0.069
H 2.083 1.360 0.231 0.075
H 4.334 2.310 1.571 0.005
```

Values from the calculation:
Frontier orbital gap ... 8.2 eV
LUMO ... 0.60 eV
HOMO level ... -7.62 eV

---

Record 2
C60H47FGaGeP3Se | wB97M-V/def2-TZVPD

```
114
Properties=species:S:1:pos:R:3:lowdin_charge:R:1
Se -1.327 1.469 2.454 0.788
Ge 1.149 -2.061 -1.714 0.933
Ga -0.170 0.242 0.715 0.131
P 1.082 1.438 -1.041 1.045
P -2.036 -0.825 -0.491 1.016
P 1.249 -1.368 1.762 1.016
F 1.820 -3.226 -2.926 -0.269
C 1.430 3.125 -0.437 -0.358
C 2.259 5.325 -0.916 -0.047
C 2.621 -0.868 -1.614 -0.312
C -3.509 0.278 -0.835 -0.320
C -1.594 -2.671 -4.653 -0.041
C 0.832 0.818 -3.750 -0.091
C -5.481 1.342 0.106 -0.054
C 0.917 -1.344 3.533 -0.371
C -1.405 2.340 -4.107 -0.082
C 0.930 -3.268 -0.166 -0.251
C 0.866 -4.615 -0.689 -0.029
C 0.238 -5.328 1.598 -0.068
C 0.408 -1.433 6.277 -0.054
C -1.387 4.397 2.554 -0.108
C 1.466 3.423 0.950 -0.131
C 4.022 -1.753 1.283 -0.071
C -1.421 5.701 2.039 -0.033
C -0.402 -1.128 4.052 -0.151
C -2.927 -2.008 -2.791 -0.108
C -3.213 -3.226 2.604 -0.066
C 2.655 0.542 -1.298 -0.355
C -1.819 4.746 -0.154 -0.091
C -0.676 2.429 -2.915 -0.075
C 5.362 -1.380 1.514 -0.037
C 5.684 -0.051 1.937 -0.027
C 1.696 -1.604 5.778 -0.026
C -3.689 0.983 -2.052 -0.095
C -1.060 1.512 -5.172 -0.019
C -2.648 -2.209 0.431 -0.316
C 4.981 -0.563 -2.146 -0.037
C 1.981 -1.543 4.369 -0.053
C -2.741 -3.558 -0.099 -0.041
C 0.944 -3.040 1.201 -0.357
C 1.847 4.065 -1.350 -0.102
C -1.494 3.310 1.690 -0.566
C 3.778 1.352 -1.391 -0.060
C 4.932 0.761 -1.842 -0.063
C -4.372 0.499 0.235 -0.089
C 0.501 -5.633 0.271 -0.026
C -3.064 -4.649 0.675 -0.064
C 0.146 0.770 -5.007 -0.014
C 2.992 -0.878 1.640 -0.395
C -0.525 -1.869 -2.667 -0.243
C -1.823 3.471 0.376 -0.172
C -4.801 1.800 -2.126 -0.055
C 2.379 5.622 0.461 -0.016
C -2.834 -2.546 -4.040 -0.043
C -1.636 5.846 0.647 -0.056
C 3.816 -1.402 -2.057 -0.076
C 0.412 1.557 -2.696 -0.380
C 0.487 -4.070 2.088 -0.039
C 1.896 4.636 1.382 -0.068
C -3.289 -4.526 2.040 -0.028
C -5.781 1.981 -1.093 -0.012
C -2.965 -2.132 1.825 -0.126
C -1.763 -1.589 -2.101 -0.382
C -0.648 -1.181 5.411 -0.052
C 4.632 0.851 2.209 -0.019
C 3.303 0.389 2.079 -0.104
C -0.426 -2.362 -4.002 -0.088
H -2.129 4.870 -1.206 0.119
H 1.889 4.865 2.495 0.141
H -3.060 -5.557 0.202 0.089
H -1.757 6.884 0.274 0.126
H 0.348 -1.436 7.327 0.101
H 1.702 3.830 -2.409 0.120
H -3.063 0.898 -2.916 0.081
H 0.997 -4.995 -1.670 0.093
H 3.880 -2.845 1.032 0.139
H -2.508 -3.638 -1.154 0.093
H -0.167 -6.092 2.284 0.132
H 0.494 -2.441 -4.512 0.096
H -3.495 -3.124 3.643 0.114
H 3.893 -2.499 -2.301 0.130
H -1.293 -1.075 3.430 0.024
H 2.658 6.645 0.737 0.118
H 2.367 6.155 -1.612 0.115
H -0.967 3.146 -2.081 0.102
H -4.881 2.354 -3.046 0.102
H -6.691 2.554 -1.258 0.118
H -3.916 -1.861 -2.340 0.132
H -1.434 -3.193 -5.604 0.129
H -4.342 -0.013 1.195 0.094
H 1.741 0.136 -3.673 0.128
H -1.600 1.496 -6.042 0.087
H 0.380 -6.595 -0.141 0.100
H 2.439 0.885 2.416 0.076
H -1.648 -1.089 5.824 0.122
H 4.939 1.792 2.551 0.094
H -2.155 2.572 -0.170 0.082
H 5.855 -1.070 -2.541 0.118
H -1.423 6.499 2.673 0.080
H -2.914 -1.132 2.302 0.065
H 6.709 0.199 2.146 0.109
H -3.777 -2.739 -4.532 0.123
H 2.979 -1.628 4.000 0.103
H 3.755 2.390 -1.153 0.100
H 5.863 1.331 -2.055 0.138
H 0.443 0.102 -5.787 0.104
H 0.421 -3.779 3.104 0.095
H 1.097 2.750 1.744 0.058
H 6.189 -2.052 1.481 0.103
H 2.533 -1.689 6.525 0.132
H -6.163 1.387 0.905 0.099
H -2.321 2.932 -4.185 0.116
H -3.488 -5.376 2.686 0.119
H -1.170 4.126 3.566 0.095
```

Values from the calculation:
Frontier orbital gap ... 7.7 eV
Total charge ... +2
LUMO ... -5.21 eV
HOMO level ... -12.88 eV

---

Record 3
C40H44BN6P2Sr | wB97M-V/def2-TZVPD

```
94
Properties=species:S:1:pos:R:3:lowdin_charge:R:1
Sr 9.690 10.626 13.739 1.577
P 8.272 16.758 11.147 1.031
P 9.610 15.396 13.759 1.071
N 9.609 11.297 16.936 0.037
N 8.258 12.820 15.516 0.041
N 8.089 12.110 14.273 -0.145
N 10.983 12.434 14.146 -0.160
N 9.684 10.143 16.071 -0.079
N 10.853 12.926 15.507 0.038
C 10.106 16.618 9.018 -0.112
C 6.914 15.773 13.781 -0.176
C 9.722 15.927 11.985 -0.508
C 13.200 17.328 14.479 -0.077
C 9.678 7.684 16.386 -0.029
C 9.209 18.969 12.677 -0.079
C 9.531 9.485 18.262 0.043
C 6.605 19.925 13.080 -0.080
C 11.979 13.559 15.837 -0.278
C 13.103 17.630 15.841 -0.078
C 12.274 14.063 17.208 -0.011
C 6.095 13.007 14.912 0.026
C 10.963 16.347 14.494 -0.367
C 8.116 18.276 12.110 -0.432
C 9.535 10.903 18.209 -0.264
C 6.339 11.770 12.618 -0.028
C 9.788 19.288 8.280 -0.075
C 9.467 11.862 19.353 -0.003
C 7.687 20.598 13.661 -0.083
C 10.679 18.479 7.566 -0.082
C 9.224 17.436 9.752 -0.390
C 6.830 17.931 15.535 -0.082
C 6.821 18.773 12.304 -0.113
C 8.124 16.270 14.300 -0.389
C 12.162 12.849 13.705 -0.379
C 9.632 9.079 16.891 -0.352
C 12.150 16.691 13.804 -0.102
C 8.981 20.117 13.451 -0.074
C 6.859 14.170 17.107 0.006
C 9.066 18.779 9.365 -0.085
C 7.077 13.327 15.891 -0.264
C 6.812 12.274 13.920 -0.375
C 11.946 17.269 16.543 -0.084
C 5.680 16.315 14.152 -0.090
C 10.901 16.601 15.890 -0.138
C 5.630 17.402 15.031 -0.077
C 10.820 17.136 7.938 -0.088
C 12.573 12.506 12.335 -0.026
C 8.062 17.391 15.181 -0.091
C 12.863 13.574 14.725 0.046
B 9.571 12.724 16.350 -0.562
H 11.497 16.485 7.400 0.099
H 11.911 12.969 11.601 0.080
H 7.177 11.584 11.942 0.069
H 10.569 7.177 16.758 0.092
H 4.780 15.906 13.724 0.104
H 9.683 7.688 15.295 0.060
H 5.647 12.486 12.163 0.096
H 13.593 12.846 12.148 0.094
H 13.840 14.033 14.661 0.116
H 13.917 18.133 16.348 0.103
H 9.611 20.322 8.000 0.105
H 5.060 13.322 14.878 0.116
H 10.219 18.616 12.499 0.102
H 7.490 15.061 17.089 0.082
H 14.098 17.568 13.926 0.103
H 10.039 16.265 16.455 0.096
H 7.099 13.602 18.002 0.069
H 6.947 14.914 13.111 0.084
H 13.181 14.666 17.172 0.089
H 7.530 21.487 14.264 0.105
H 10.605 16.538 11.811 0.017
H 11.257 18.889 6.746 0.101
H 9.832 20.596 13.920 0.104
H 4.691 17.859 15.308 0.104
H 8.362 19.410 9.898 0.100
H 5.973 18.225 11.895 0.103
H 8.977 17.869 15.508 0.089
H 9.395 11.273 20.267 0.089
H 9.924 15.006 11.419 0.018
H 9.497 8.850 19.141 0.113
H 8.814 7.132 16.754 0.091
H 5.814 14.456 17.135 0.089
H 9.547 13.593 17.199 0.126
H 11.857 17.473 17.606 0.110
H 12.472 13.237 17.886 0.090
H 12.261 16.416 12.761 0.094
H 5.589 20.263 13.240 0.106
H 8.585 12.500 19.286 0.073
H 10.366 12.476 19.391 0.083
H 5.804 10.831 12.772 0.089
H 12.514 11.428 12.174 0.072
H 6.801 18.817 16.156 0.110
H 10.213 15.572 9.294 0.087
H 11.461 14.664 17.611 0.065
```

Values from the calculation:
Frontier orbital gap ... 6.3 eV
Total charge ... +1
LUMO ... -3.30 eV
HOMO level ... -9.55 eV

---

Record 4
C46H129N9O14 | wB97M-V/def2-TZVPD

```
198
Properties=species:S:1:pos:R:3:lowdin_charge:R:1
O -0.330 -1.885 0.730 -0.156
O -5.569 1.841 4.175 -0.200
O 5.171 4.656 3.024 -0.174
O 4.893 -0.697 -2.216 -0.225
O 0.017 6.207 1.230 -0.105
O -2.366 -6.888 0.650 -0.179
O -2.152 1.741 -3.078 -0.105
O 4.060 5.494 -3.411 -0.170
O 1.403 -1.550 -6.507 -0.172
O -4.550 -2.093 0.368 -0.120
O 3.395 -4.679 -0.223 -0.079
O -3.668 -4.312 -3.743 -0.193
O 0.986 -3.274 4.819 -0.187
O -5.773 3.784 -0.513 -0.073
N 1.559 4.538 -2.067 0.047
N -5.485 -3.820 -1.764 0.054
N -0.247 -8.732 1.209 0.040
N -2.053 2.604 4.918 0.049
N 3.746 -2.210 -4.587 0.055
N 2.310 3.923 0.874 0.064
N -0.173 0.201 4.783 0.048
N 6.720 -0.207 -4.608 0.045
N -2.077 0.135 -0.624 0.084
C 0.066 -7.692 3.382 -0.067
C -3.179 -5.808 0.275 -0.114
C 2.968 -4.507 1.117 -0.322
C -0.291 1.771 -0.293 -0.054
C 1.057 -4.315 5.774 -0.100
C -0.492 4.738 3.025 -0.095
C -0.847 -7.815 2.183 -0.445
C 3.219 -3.121 1.676 -0.075
C -1.685 0.285 -4.959 -0.096
C 7.031 1.983 -3.592 -0.068
C 2.387 -2.751 -4.715 -0.394
C 6.567 0.548 -3.361 -0.431
C -5.801 -1.084 2.197 -0.084
C -4.444 2.004 5.026 -0.202
C 3.268 3.692 1.955 -0.439
C -0.602 0.308 -0.430 -0.416
C 1.382 -1.669 -5.108 -0.226
C -5.756 -2.147 1.108 -0.340
C -1.345 -6.538 1.542 -0.223
C 1.827 5.886 -2.638 -0.427
C -2.741 0.945 -4.084 -0.311
C -3.561 3.474 0.323 -0.089
C 3.917 2.336 1.817 -0.046
C 3.772 -0.701 -1.343 -0.091
C -4.157 -2.997 -3.580 -0.212
C -6.799 1.925 4.846 -0.114
C 0.921 6.865 -1.935 -0.073
C 0.741 -0.887 4.429 -0.420
C 5.128 0.543 -2.854 -0.223
C 4.264 4.828 1.954 -0.207
C 1.979 -3.345 -3.352 -0.048
C -5.579 -3.115 -3.065 -0.416
C -0.029 -0.521 0.723 -0.209
C 2.160 -0.329 4.410 -0.047
C 0.065 6.106 2.661 -0.278
C -2.943 1.022 3.225 -0.060
C 3.288 6.245 -2.512 -0.236
C -2.266 -4.385 -3.862 -0.100
C -6.288 -1.790 -2.841 -0.050
C -3.241 2.219 4.128 -0.425
C -0.016 -2.493 -0.493 -0.120
C -4.959 2.939 0.308 -0.318
C 5.416 5.569 -3.146 -0.142
C 0.534 -0.570 -7.003 -0.129
C 0.630 -2.050 5.404 -0.236
C 6.388 5.292 2.848 -0.140
H 1.728 4.727 1.128 0.049
H -2.480 0.581 0.202 0.064
H 6.220 2.574 -4.026 0.069
H -4.600 2.853 5.692 0.127
H -6.685 3.687 -0.226 0.077
H -0.207 -3.563 -0.552 0.090
H 1.566 3.229 0.961 0.048
H -1.736 -8.352 2.540 0.141
H -0.512 -0.896 -6.965 0.074
H -3.460 4.463 0.793 0.076
H 4.352 2.255 0.817 0.077
H 4.415 0.662 -3.690 0.126
H 7.264 2.461 -2.635 0.076
H -2.231 1.314 -2.208 0.017
H 6.870 5.183 1.866 0.087
H 2.856 -1.171 4.410 0.078
H -7.538 2.420 4.219 0.086
H -1.725 -5.837 2.301 0.127
H 4.904 1.383 -2.178 0.123
H 7.119 0.091 -2.538 0.140
H 5.722 5.084 -2.212 0.085
H -7.287 -2.011 -2.462 0.078
H -0.587 6.849 3.120 0.114
H 7.932 2.011 -4.198 0.077
H 1.088 -7.424 3.099 0.074
H 0.714 2.016 -0.630 0.073
H 1.896 -4.705 1.155 0.100
H 6.355 6.381 3.036 0.089
H -4.065 -6.249 -0.187 0.085
H -5.760 -1.265 -2.036 0.072
H 1.254 -4.155 -3.475 0.080
H 2.606 -2.464 1.059 0.050
H 2.781 3.763 2.944 0.141
H -4.705 -2.550 -0.483 0.019
H 1.787 -4.081 6.553 0.090
H -1.783 -3.921 -2.996 0.074
H -0.121 6.566 -1.865 0.076
H 2.354 0.359 5.233 0.083
H -3.574 -5.253 1.137 0.088
H -0.869 -8.979 0.454 0.066
H 0.162 -8.662 3.872 0.078
H 2.398 -3.565 -5.437 0.135
H -7.167 0.937 5.158 0.087
H -5.084 -1.256 2.989 0.070
H -0.377 -7.030 4.127 0.070
H -3.437 1.564 -4.653 0.110
H -1.243 2.366 4.352 0.029
H -4.972 -4.669 -1.983 0.072
H -6.737 2.473 5.797 0.084
H -0.767 0.062 -4.420 0.059
H -3.267 3.748 -0.695 0.086
H -2.015 1.850 5.608 0.057
H -0.919 2.311 -1.005 0.073
H 1.673 -0.736 -4.610 0.128
H 3.439 7.322 -2.725 0.131
H 5.957 5.100 -3.974 0.082
H -2.000 1.261 2.734 0.058
H 3.196 1.527 1.962 0.051
H -1.404 0.971 -5.767 0.070
H 0.645 0.401 -6.500 0.086
H 2.948 -0.181 -1.843 0.091
H 3.559 -1.746 -1.131 0.065
H -0.284 4.451 4.059 0.069
H 4.684 2.177 2.574 0.084
H -0.509 -6.046 1.021 0.123
H -2.094 -0.587 -5.478 0.064
H 3.730 5.784 2.058 0.129
H 1.093 -2.462 -0.540 0.071
H 0.531 -1.296 3.437 0.126
H -0.172 -0.014 -1.382 0.122
H 6.335 -1.141 -4.463 0.061
H 1.068 -0.363 0.630 0.126
H -1.899 -3.918 -4.786 0.088
H 3.616 6.143 -1.464 0.124
H 2.845 -3.097 2.707 0.062
H -5.941 -3.143 1.535 0.106
H -0.559 2.129 0.706 0.068
H -0.342 -2.019 -1.418 0.069
H 3.905 -1.585 -5.372 0.069
H -2.697 -5.091 -0.398 0.081
H -6.114 -3.720 -3.811 0.141
H 4.233 -4.227 -0.361 0.081
H -3.609 -2.403 -2.829 0.125
H 1.345 -2.632 -2.795 0.048
H 2.818 -3.591 -2.709 0.065
H -1.975 -5.433 -3.904 0.092
H 7.114 4.926 3.580 0.087
H 0.004 3.944 2.454 0.050
H -5.728 -0.095 1.732 0.061
H 0.787 -0.365 -8.045 0.091
H -0.298 -0.063 1.678 0.109
H -2.878 0.069 3.760 0.076
H -6.596 -1.965 0.419 0.101
H -4.977 1.941 -0.158 0.106
H 1.101 6.200 2.980 0.103
H 1.981 4.572 -1.134 0.020
H -3.577 3.029 3.466 0.129
H -0.111 0.341 5.791 0.085
H 0.357 -1.947 -4.814 0.113
H -5.392 2.778 1.302 0.102
H 3.424 -5.265 1.771 0.109
H 5.801 6.602 -3.157 0.091
H 4.825 4.862 1.009 0.121
H 0.976 7.842 -2.426 0.078
H -2.320 -0.847 -0.513 0.064
H 2.308 0.230 3.485 0.051
H -1.554 4.637 2.803 0.065
H 0.638 -8.419 0.833 0.069
H 3.873 -1.680 -3.729 0.028
H 1.265 7.020 -0.906 0.066
H 0.059 -4.530 6.176 0.091
H -4.093 -2.500 -4.553 0.132
H -3.764 0.860 2.524 0.056
H -6.344 -1.112 -3.689 0.081
H 4.262 -2.838 1.827 0.084
H 1.607 5.792 -3.707 0.141
H -0.731 6.746 0.963 0.086
H -2.804 2.857 0.802 0.040
H -6.851 -1.018 2.507 0.079
H 1.367 -5.212 5.241 0.077
H -0.373 -2.103 5.862 0.125
H -6.405 -4.038 -1.402 0.092
H 2.132 3.846 -2.546 0.063
H 4.039 -0.194 -0.408 0.086
H -4.269 1.053 5.559 0.135
H 1.297 -1.855 6.268 0.129
H 6.090 0.222 -5.283 0.071
H -3.353 0.174 -3.602 0.090
H -1.112 -0.163 4.641 0.045
```

Values from the calculation:
Frontier orbital gap ... 9.3 eV
LUMO ... 0.45 eV
HOMO level ... -8.80 eV

---

Number 1: E_tot -32944.6181 eV. Number 2: E_tot -267792.6290 eV. Number 3: E_tot -71222.8169 eV. Number 4: E_tot -91863.8416 eV.